57
Properties=species:S:1:pos:R:3:forces:R:3:mulliken_spin:R:1 method="wB97M-V/def2-TZVPD" multiplicity=2 charge=-1 homo_lumo_gap_ev="3.8168 / 9.8976" e_tot_ha=-1189.0961 homo_energy_ev="-0.91 / -7.06"
N -3.03455 1.66535 -1.63070 0.3 -0.1 -0.4 2.81
H -3.66780 2.18428 -1.03926 -1.1 0.0 0.8 -0.49
H -2.50993 2.40927 -2.06826 1.1 0.8 -0.6 -0.65
H -3.46365 1.16354 -2.39501 -1.1 -0.4 -0.6 -0.61
H -2.42210 1.01222 -1.16333 0.8 -0.4 0.7 0.06
N -0.23344 -0.15416 -1.00282 -1.8 1.6 -1.8 0.42
O -1.13097 -0.62948 -1.71792 -0.8 -1.0 -0.3 -0.34
O -0.46636 0.88792 -0.41301 -0.5 1.5 1.7 -0.24
O 0.88266 -0.59900 -1.03639 3.0 -1.7 0.3 -0.13
C 2.06270 -3.25604 0.41841 -1.6 1.7 -1.0 0.00
O 0.65427 -2.77954 0.64042 1.9 -1.9 0.6 0.00
H 2.17813 -3.47009 -0.64411 -0.1 -0.3 -0.2 0.00
H 2.69050 -2.37771 0.56842 0.4 -0.3 0.5 0.00
H 2.40260 -4.13892 0.95979 -0.7 0.3 0.5 0.00
H 0.64578 -1.91910 0.21478 0.1 0.2 -0.3 0.00
C -2.96565 0.87933 2.23435 0.6 -0.5 -0.2 0.12
C -4.31450 0.55935 2.83474 -0.5 0.7 -1.1 0.05
C -4.62466 1.56439 3.95504 -0.6 -0.6 -0.7 0.01
O -5.32931 0.68685 1.79782 0.1 0.2 0.9 -0.09
H -2.62368 0.17137 1.47941 -0.3 -0.5 0.0 -0.09
H -2.20426 0.83202 3.01290 0.2 0.4 0.0 0.00
H -2.96082 1.81945 1.68275 -0.1 0.4 0.5 0.04
H -4.33492 -0.47771 3.16968 0.0 0.0 0.4 0.02
H -4.65436 2.57360 3.54430 0.6 0.1 0.0 -0.01
H -3.88849 1.41639 4.74513 -0.1 0.4 0.1 -0.01
H -5.63969 1.45005 4.33549 0.0 -0.5 0.2 0.00
H -4.98544 0.27676 1.00084 0.1 -0.1 -0.1 0.05
C 3.69599 -2.51381 -3.77886 -0.4 0.5 0.0 0.00
C 2.82569 -1.25470 -3.95684 -1.0 -0.1 -1.1 0.01
C 1.33629 -1.63969 -4.14746 -0.2 0.3 0.8 0.01
O 2.97971 -0.16087 -3.03639 0.2 -1.2 -0.2 0.00
H 3.41013 -3.28875 -4.49010 -0.1 0.3 -0.5 0.00
H 3.52263 -3.02862 -2.83386 0.5 0.4 0.4 0.00
H 4.71627 -2.21512 -4.01952 0.2 -0.4 0.6 0.00
H 3.15849 -0.79785 -4.88884 0.0 -0.1 -0.3 0.00
H 1.10849 -2.24137 -5.02734 0.4 0.2 -0.2 0.00
H 0.70288 -0.75298 -4.12217 0.1 0.2 -0.5 -0.01
H 0.90413 -2.20136 -3.31929 0.5 -0.2 0.4 0.01
H 2.22328 -0.23034 -2.44936 -0.1 0.1 0.6 0.01
C 1.20933 0.98290 3.09235 1.4 0.0 0.7 -0.01
C 2.62018 1.62558 2.98989 -0.5 -0.4 -3.2 0.01
C 3.49316 0.94794 1.89147 -0.1 -0.5 1.2 0.00
O 2.41031 2.94747 2.48010 -0.2 1.0 1.2 0.00
H 0.69332 1.01840 2.13289 -0.1 0.3 0.2 0.00
H 0.73508 1.52561 3.91006 -0.6 0.0 -0.3 0.00
H 1.28123 -0.06230 3.39316 0.0 -0.1 0.1 0.00
H 3.13439 1.66779 3.95004 0.0 0.1 0.0 0.00
H 3.84666 -0.01732 2.25397 0.1 -0.2 -0.1 0.00
H 4.36426 1.56514 1.67163 0.0 0.0 0.0 0.00
H 2.93761 0.77101 0.97052 -0.2 0.1 0.1 0.00
H 2.65080 3.05482 1.55694 0.0 -0.4 0.0 0.00
O -2.95587 -2.86439 -1.66570 -0.5 -0.3 -0.1 0.01
H -2.51071 -3.68421 -1.45133 0.1 -0.1 0.1 0.00
H -2.24743 -2.24813 -1.85164 0.4 0.5 0.1 0.03
O 0.71040 4.12670 -0.80333 0.3 0.4 0.1 0.05
H 0.18486 3.52116 -0.28049 -0.2 -0.3 0.1 -0.01
H 0.79632 3.69680 -1.65423 0.0 -0.2 -0.2 -0.02